Record 1
This record from OMol25 describes a cluster of 2 separate species, C3H9NO2 in total at a distorted geometry. The level of theory is ωB97M-V/def2-TZVPD.

Geometry as XYZ:
```
15
Properties=species:S:1:pos:R:3:forces:R:3
C 2.836315 -0.031505 -2.359879 -0.08 0.10 1.33
C 1.992745 0.380709 -1.387851 0.47 -0.56 -2.87
O 0.651684 0.375495 -1.578331 -0.26 -0.90 0.16
H 3.903659 0.227787 -2.297742 -0.58 -0.45 0.09
H 2.488818 -0.726146 -3.124840 0.00 0.68 -0.15
H 2.280022 0.836738 -0.496111 0.83 0.89 1.37
H 0.234172 0.026715 -0.774259 -0.42 0.35 -0.03
N -1.910486 -0.103821 2.764905 -0.02 -0.34 -1.22
C -2.076546 -0.095184 1.279890 -0.32 1.02 1.49
O -0.881133 -0.387908 0.631138 2.34 -2.02 2.70
H -2.271928 -0.946591 3.216142 0.01 0.38 -0.40
H -2.381429 0.693616 3.152997 0.02 0.19 0.30
H -2.354713 0.907059 0.960887 -0.34 -0.01 0.07
H -2.785737 -0.821782 0.981176 -1.09 -0.63 -0.35
H -0.418951 -0.895460 1.411993 -0.57 1.31 -2.49
```
Forces are in eV/Å.

Values from the calculation:
Energy relative to the best compared isomer or geometry (same formula, charge and spin) (eV): 2.564
Charge: 0
Highest occupied orbital energy (eV): -8.57
SMILES string: C=CO.NCO
E_tot (Eh): -324.8784
Strongest force on any atom (hartree/bohr): 0.080
LUMO energy (eV): 0.66
2S+1: 1

Atomic partial charges in e from the Mulliken method, atoms 1 to 5:
1 C -0.678
2 C -0.023
3 O -0.476
4 H 0.241
5 H 0.231



Record 2
This record from OMol25 describes a cluster of 2 separate species, C9H14 in total at a distorted geometry. The level of theory is ωB97M-V/def2-TZVPD.

Geometry as XYZ:
```
23
Properties=species:S:1:pos:R:3:forces:R:3
C 3.563087 -2.385787 0.904884 -1.83 0.82 1.55
C 1.995315 -2.456534 0.859896 0.79 -1.90 -1.70
H 3.998080 -3.069126 0.232051 0.59 -0.32 -1.26
H 3.884669 -1.347335 0.841488 0.42 -0.25 -0.38
H 3.855833 -2.777752 1.874638 0.23 0.30 0.30
H 1.679998 -2.846734 -0.166753 0.22 0.68 1.25
H 1.728104 -3.255671 1.557882 -0.48 0.34 -0.03
H 1.452725 -1.547241 1.052645 0.05 0.34 0.28
C -3.098519 1.097717 0.970155 1.05 -0.31 1.40
C 0.106513 1.609848 -1.768409 -0.31 -0.97 -0.28
C -1.022173 2.442066 -1.858346 0.21 1.23 -0.39
C 0.087220 0.419232 -1.050145 -1.95 2.30 1.56
C -2.104911 2.236104 -1.036849 -0.19 -0.95 1.04
C -0.961487 0.344644 -0.083734 1.73 -1.72 -0.79
C -1.994292 1.227498 -0.066990 -1.94 -0.01 -0.16
H 1.035642 1.774006 -2.260606 0.24 0.62 -0.93
H -1.053931 3.328456 -2.518218 0.33 -0.70 0.25
H 0.911237 -0.245767 -1.094499 0.49 -0.60 0.14
H -3.076783 2.743000 -0.987626 0.75 0.41 -0.63
H -0.941303 -0.483776 0.622611 -0.14 0.11 -0.04
H -3.097354 0.134865 1.506934 0.25 0.08 -0.47
H -4.135391 1.254074 0.705116 0.00 0.39 -0.61
H -2.812285 1.804203 1.763867 -0.50 0.09 -0.08
```
Forces are in eV/Å.

Values from the calculation:
Energy relative to the best compared isomer or geometry (same formula, charge and spin) (eV): 0.960
Charge: 0
Highest occupied orbital energy (eV): -8.96
SMILES string: Cc1ccccc1.CC
E_tot (Eh): -351.2949
Strongest force on any atom (hartree/bohr): 0.066
LUMO energy (eV): 1.01
2S+1: 1

Atomic partial charges in e from the Mulliken method, atoms 1 to 5:
1 C -0.887
2 C -0.625
3 H 0.296
4 H 0.284
5 H 0.266



Record 3
This record from OMol25 describes a cluster of 2 separate species, C3H10N2O2 in total at a distorted geometry. The level of theory is ωB97M-V/def2-TZVPD.

Geometry as XYZ:
```
17
Properties=species:S:1:pos:R:3:forces:R:3
C 0.015907 1.021130 0.913954 2.01 -0.10 -0.90
N 0.610500 0.032778 -0.046720 -2.01 -0.70 -1.06
C -0.247405 -0.358952 -1.095948 -0.14 -0.12 1.56
N -1.516671 -0.793863 -0.577878 0.82 0.77 -0.68
O -0.003077 -0.346913 -2.272626 0.40 0.10 -0.28
C 0.272601 2.468602 0.429366 0.18 -0.29 0.24
H -1.036725 0.801756 0.992804 0.00 -0.18 0.36
H 0.602921 0.782154 1.799809 -0.61 0.53 0.53
H 1.547391 0.169714 -0.382465 0.20 0.55 0.04
H -2.121333 -0.808691 -1.375771 -0.52 -0.41 -0.28
H -1.430679 -1.704975 -0.163837 -0.12 -0.21 0.36
H 0.593458 3.092887 1.259429 -0.06 0.14 0.06
H 1.069397 2.474755 -0.314235 0.11 -0.01 0.08
H -0.576903 2.946153 -0.048474 -0.28 -0.13 0.04
H 0.342020 -3.501690 -0.379892 0.19 0.45 0.34
H 0.951294 -2.724339 0.876187 -0.29 0.24 -0.43
O 0.927310 -3.550498 0.386292 0.12 -0.62 0.03
```
Forces are in eV/Å.

Values from the calculation:
Energy relative to the best compared isomer or geometry (same formula, charge and spin) (eV): 0.891
Charge: 0
Highest occupied orbital energy (eV): -9.81
SMILES string: CCNC(N)=O.O
E_tot (Eh): -380.3039
Strongest force on any atom (hartree/bohr): 0.046
LUMO energy (eV): 0.70
2S+1: 1

Atomic partial charges in e from the Mulliken method, atoms 1 to 5:
1 C -0.469
2 N -0.223
3 C 0.398
4 N -0.473
5 O -0.581



Record 4
This record from OMol25 describes an isolated molecule of C5H14N2. The level of theory is ωB97M-V/def2-TZVPD.

Geometry as XYZ:
```
21
Properties=species:S:1:pos:R:3:forces:R:3
C -0.561654 0.427283 0.538349 0.59 -0.12 0.40
C 0.498174 0.713201 -0.584060 0.00 0.04 -0.08
C -1.398597 -1.720560 -0.323435 0.14 -0.73 0.04
C -0.102135 1.044326 1.868908 -0.07 0.26 -0.05
C 1.816523 -0.037773 -0.393497 -0.01 0.02 0.19
N -0.906916 -0.976590 0.826471 0.05 0.65 -0.39
N -0.016206 0.430202 -1.933618 -0.30 -0.09 -0.09
H -0.094984 -1.461653 1.205082 -0.17 0.23 -0.01
H -1.486994 0.950993 0.260959 0.03 -0.21 -0.17
H 0.719302 1.788147 -0.558301 0.03 0.04 0.52
H -0.950338 0.825654 -2.030232 0.19 -0.08 -0.05
H 0.569088 0.897209 -2.625438 -0.14 -0.15 0.18
H -1.835046 -2.662800 0.023051 -0.06 0.10 0.04
H -0.591269 -1.981810 -1.013727 -0.24 0.14 -0.29
H -2.183558 -1.178128 -0.859366 0.22 0.06 0.13
H 0.214565 2.083864 1.732029 0.02 -0.13 0.00
H -0.919916 1.044610 2.598808 0.14 -0.12 -0.20
H 0.736002 0.492779 2.309284 -0.09 0.02 -0.12
H 2.519926 0.197053 -1.200829 -0.17 -0.02 0.08
H 2.299845 0.247312 0.546002 -0.06 -0.02 -0.08
H 1.674191 -1.123318 -0.386439 -0.08 0.12 -0.07
```
Forces are in eV/Å.

Values from the calculation:
Energy relative to the best compared isomer or geometry (same formula, charge and spin) (eV): 0.577
Charge: 0
Highest occupied orbital energy (eV): -8.46
SMILES string: CN[C@@H](C)[C@@H](C)N
E_tot (Eh): -308.4018
Strongest force on any atom (hartree/bohr): 0.015
LUMO energy (eV): 1.08
2S+1: 1

Atomic partial charges in e from the Mulliken method, atoms 1 to 5:
1 C 0.156
2 C 0.321
3 C -0.881
4 C -1.598
5 C -1.485